Record 1
Molecular formula: C14H6N3O11W
Method: DFT, ωB97M-V/def2-TZVPD

```
! wB97M-V def2-TZVPD RIJCOSX def2/J DEFGRID3
* xyz 1 1
W 0.335 0.444 -0.615
O -0.560 5.750 2.474
C -0.273 4.644 1.807
C 0.754 3.761 2.184
C 0.942 2.648 1.406
N 0.181 2.407 0.350
C -0.793 3.229 -0.023
C -1.066 4.373 0.674
C -1.497 2.684 -1.233
O -2.394 3.162 -1.826
O -0.926 1.465 -1.583
C 1.942 1.539 1.589
O 2.714 1.407 2.471
O 1.831 0.647 0.540
H 0.009 5.883 3.244
H 1.378 3.938 3.051
H -1.860 5.047 0.383
O -1.800 -1.552 2.188
C -1.217 -1.385 1.179
O -0.764 -0.085 0.821
C -0.779 -2.301 0.111
C -0.305 -1.569 -1.075
C 0.645 -2.336 -1.884
C 0.601 -3.780 -1.884
C -0.085 -4.358 -0.887
C -0.698 -3.629 0.211
N -0.155 -5.837 -0.853
O -0.732 -6.323 0.093
O 0.361 -6.435 -1.768
N 1.556 -1.671 -2.527
O 1.351 -0.136 -2.011
O 2.382 -1.815 -3.349
H -1.169 -1.282 -1.708
H 1.119 -4.362 -2.635
H -1.027 -4.172 1.086
*
```

Properties
HOMO energy: -12.52 eV

***

Record 2
Molecular formula: C14H74FN2O31
Method: DFT, ωB97M-V/def2-TZVPD

```
! wB97M-V def2-TZVPD RIJCOSX def2/J DEFGRID3
* xyz -1 1
C 1.747 2.617 -0.861
O 2.056 1.477 -1.640
C 2.829 0.580 -0.846
C 3.165 -0.726 -1.538
C 2.042 -1.344 -2.362
C 0.764 -1.550 -1.548
C -0.392 -1.956 -2.488
N -1.708 -1.449 -2.170
C -1.901 -0.047 -2.408
C -3.159 0.212 -3.286
O -3.598 -0.680 -3.941
N -3.753 1.518 -3.352
C -3.898 2.095 -2.008
C -2.959 2.389 -4.240
C -2.287 -1.965 -0.980
F -3.664 -1.741 -1.078
C -1.872 -1.295 0.377
C -2.976 -0.413 0.935
O -3.949 -0.792 1.502
O -2.772 0.951 0.770
C -2.093 -3.515 -0.855
O -3.002 -4.253 -1.235
O -0.986 -3.905 -0.400
H 2.462 3.421 -1.054
H 0.742 2.967 -1.064
H 1.803 2.398 0.207
H 2.196 0.325 0.016
H 3.702 1.064 -0.416
H 4.022 -0.543 -2.195
H 3.533 -1.397 -0.767
H 1.831 -0.718 -3.228
H 2.390 -2.321 -2.699
H 0.951 -2.286 -0.775
H 0.537 -0.560 -1.151
H -0.144 -1.567 -3.474
H -0.355 -3.032 -2.596
H -1.905 0.593 -1.525
H -1.064 0.297 -3.018
H -4.477 3.006 -2.085
H -4.358 1.373 -1.339
H -2.927 2.364 -1.587
H -2.775 3.360 -3.809
H -3.556 2.548 -5.143
H -2.030 1.925 -4.560
H -0.984 -0.677 0.315
H -1.739 -2.075 1.112
H -1.973 1.202 1.242
O -5.332 0.052 4.340
H -6.261 0.242 4.183
H -4.913 0.198 3.481
O -3.247 4.895 -0.706
H -3.124 4.531 0.179
H -3.347 5.837 -0.551
O 3.183 3.104 -4.105
H 3.153 2.449 -3.391
H 4.121 3.295 -4.220
O -2.094 -4.457 2.729
H -3.049 -4.373 2.644
H -1.756 -4.145 1.877
O -0.495 3.736 -3.156
H -0.881 4.583 -3.399
H 0.331 3.703 -3.655
O -0.829 -1.993 4.102
H -1.323 -2.808 3.918
H -1.484 -1.407 4.492
O -1.612 5.562 1.772
H -1.501 5.195 2.655
H -1.716 6.503 1.930
O 2.765 -4.056 -1.535
H 2.866 -4.879 -2.022
H 1.963 -4.193 -1.015
O 4.880 2.467 -6.210
H 4.430 2.977 -6.893
H 4.209 1.845 -5.908
O -3.246 5.193 3.941
H -3.875 4.463 3.864
H -3.783 5.920 4.266
O 1.056 4.178 -5.908
H 0.553 3.377 -6.083
H 1.888 3.859 -5.531
O -5.671 4.366 4.909
H -6.427 3.783 4.787
H -5.754 4.677 5.816
O 3.563 1.585 -8.698
H 3.181 1.291 -9.530
H 4.017 0.811 -8.351
O 3.635 -6.716 -0.946
H 3.610 -7.357 -0.230
H 4.571 -6.520 -1.053
O 5.639 0.122 0.571
H 5.601 -0.534 1.274
H 6.580 0.298 0.474
O -1.035 5.170 6.101
H -0.745 6.085 6.071
H -1.843 5.156 5.572
O 0.011 6.965 4.201
H -0.359 7.822 3.964
H 0.859 6.940 3.745
O 0.845 -2.846 6.709
H 0.251 -2.424 6.067
H 0.345 -3.613 7.003
O 3.954 -5.477 1.794
H 3.502 -4.981 1.099
H 3.286 -6.091 2.116
O 5.588 -4.915 4.490
H 5.196 -5.228 3.664
H 6.038 -5.685 4.848
O 8.288 0.241 2.217
H 8.246 -0.417 2.918
H 9.228 0.417 2.111
O -2.507 -2.087 6.488
H -3.342 -1.617 6.376
H -2.404 -2.173 7.442
O -1.365 -3.500 9.042
H -1.175 -4.151 9.723
H -0.509 -3.089 8.858
O 0.960 -3.827 -4.638
H 0.846 -3.395 -5.489
H 0.702 -4.741 -4.795
O -3.173 -6.017 -3.431
H -3.293 -5.546 -2.582
H -3.991 -6.506 -3.549
*
```

Properties
HOMO energy: -5.08 eV

***

Record 3
Molecular formula: C14H7AlCl5NO4
Method: DFT, ωB97M-V/def2-TZVPD

```
! wB97M-V def2-TZVPD RIJCOSX def2/J DEFGRID3
* xyz 0 1
Al -1.448 0.583 0.345
O -3.157 1.379 3.572
C -2.783 0.994 2.506
O -1.745 1.496 1.826
C -3.459 -0.205 1.743
O -4.397 -0.799 2.180
O -2.844 -0.466 0.588
Cl -2.399 -0.565 -2.625
C -1.443 0.885 -2.629
C -1.000 1.378 -1.409
C -0.170 2.491 -1.449
Cl 0.469 3.071 0.061
C 0.176 3.131 -2.634
Cl 1.198 4.513 -2.621
C -0.317 2.629 -3.838
Cl 0.085 3.401 -5.317
C -1.124 1.491 -3.841
Cl -1.705 0.849 -5.325
C 3.408 -3.058 1.824
C 2.252 -2.177 1.461
C 1.555 -2.341 0.267
C 0.499 -1.508 -0.027
N 0.109 -0.533 0.806
C 0.769 -0.362 1.961
C 1.835 -1.158 2.314
H 3.578 -3.825 1.072
H 3.227 -3.546 2.783
H 4.317 -2.465 1.927
H 1.831 -3.119 -0.432
H -0.065 -1.611 -0.947
H 0.407 0.434 2.600
H 2.338 -0.986 3.256
*
```

Properties
HOMO energy: -9.49 eV
relative energy (zero: lowest compared OMol25 entry of this formula, charge and spin): 0.0 kJ/mol

***

Record 4
Molecular formula: C14H8Cl2IN2OPtSbSe4
Method: DFT, ωB97M-V/def2-TZVPD

```
! wB97M-V def2-TZVPD RIJCOSX def2/J DEFGRID3
* xyz -2 3
Pt -1.213 -0.766 -1.513
Cl -0.790 4.329 -1.844
C 0.468 3.140 -1.687
C 1.787 3.579 -1.551
C 2.818 2.688 -1.439
Cl 4.459 3.280 -1.252
C 2.572 1.297 -1.477
C 3.569 0.295 -1.384
C 3.213 -1.018 -1.463
C 1.857 -1.361 -1.630
N 0.917 -0.452 -1.695
C 1.238 0.871 -1.616
C 0.117 1.784 -1.685
O -1.080 1.351 -1.762
H 1.985 4.642 -1.529
H 4.601 0.590 -1.251
H 3.951 -1.807 -1.395
H 1.516 -2.388 -1.711
Se -4.339 -2.860 2.341
Sb -4.194 -3.023 -0.108
Se -3.571 -0.706 -1.064
Se -1.180 -3.099 -1.518
Se -6.288 -3.688 -1.168
I -1.580 2.645 1.646
C -1.222 0.651 2.194
C -1.890 0.137 3.301
C -1.643 -1.178 3.633
C -0.730 -1.906 2.883
C -0.140 -1.294 1.798
N -0.392 -0.029 1.440
H -2.613 0.735 3.835
H -2.189 -1.645 4.441
H -0.534 -2.948 3.093
H 0.520 -1.845 1.138
*
```

Properties
HOMO energy (spin up / spin down): -0.60 / -1.34 eV
relative energy (zero: lowest compared OMol25 entry of this formula, charge and spin): 0.0 kJ/mol

***

Record 5
Molecular formula: C14H8CoF5N3S3
Method: DFT, ωB97M-V/def2-TZVPD

```
! wB97M-V def2-TZVPD RIJCOSX def2/J DEFGRID3
* xyz 0 2
Co 0.332 0.956 0.467
C 4.878 -0.911 2.138
S 3.505 -0.935 3.300
C 2.200 -0.258 2.372
S 2.418 0.268 0.744
N 1.088 -0.163 3.062
N 0.101 0.372 2.301
C -1.047 0.599 2.816
C -2.064 1.124 1.906
C -3.369 1.363 2.292
C -4.275 1.806 1.340
C -3.850 1.972 0.037
C -2.521 1.716 -0.274
N -1.637 1.325 0.639
H 5.720 -1.334 2.683
H 5.116 0.105 1.832
H 4.665 -1.523 1.266
H -1.248 0.383 3.860
H -3.665 1.197 3.319
H -5.303 2.003 1.614
H -4.527 2.292 -0.741
H -2.147 1.808 -1.279
F -0.991 7.452 -1.223
C -0.600 6.181 -1.293
C -0.196 5.507 -0.155
F -0.201 6.134 1.023
C 0.210 4.188 -0.243
F 0.578 3.600 0.899
C 0.219 3.475 -1.440
S 0.722 1.795 -1.597
C -0.193 4.192 -2.564
F -0.228 3.590 -3.757
C -0.593 5.515 -2.506
F -0.986 6.151 -3.611
*
```

Properties
HOMO energy (spin up / spin down): -7.85 / -7.81 eV

***

Record 6
Molecular formula: C14H8F6MoN4O6S2
Method: DFT, ωB97M-V/def2-TZVPD

```
! wB97M-V def2-TZVPD RIJCOSX def2/J DEFGRID3
* xyz 2 3
Mo 0.047 -0.414 0.111
O 1.430 0.136 3.918
C 1.333 -0.071 2.753
N 0.176 -0.559 2.074
C -0.894 -1.125 2.836
O -0.982 -1.155 4.019
C -1.879 -1.765 1.905
C -3.004 -2.425 2.340
C -3.825 -3.021 1.386
C -3.485 -2.945 0.043
C -2.342 -2.262 -0.328
N -1.562 -1.678 0.600
C 2.445 0.170 1.772
C 3.705 0.551 2.169
C 4.680 0.715 1.188
C 4.359 0.495 -0.145
C 3.069 0.128 -0.474
N 2.129 -0.033 0.476
H -3.213 -2.467 3.400
H -4.721 -3.546 1.692
H -4.097 -3.404 -0.720
H -2.049 -2.161 -1.366
H 3.904 0.701 3.221
H 5.685 1.008 1.465
H 5.097 0.609 -0.927
H 2.765 -0.043 -1.499
F 1.107 1.177 -4.209
C -0.027 0.547 -4.446
F -0.758 1.193 -5.319
F 0.197 -0.691 -4.818
S -0.976 0.433 -2.844
O 0.065 -0.206 -1.911
O -2.104 -0.408 -3.026
N -1.188 1.909 -2.392
S -1.517 2.269 -0.903
O -2.761 2.865 -0.646
O -1.224 1.079 0.005
C -0.143 3.430 -0.433
F 0.991 2.710 -0.491
F -0.094 4.418 -1.277
F -0.340 3.837 0.800
*
```

Properties
HOMO energy (spin up / spin down): -16.45 / -16.80 eV
relative energy (zero: lowest compared OMol25 entry of this formula, charge and spin): 24.9 kJ/mol